1.
Molecular formula: C19H48B2BrCaF4KN4O7P2
Method: DFT, wB97M-V/def2-TZVPD

Structure (XYZ):
```
89
Properties=species:S:1:pos:R:3:forces:R:3:lowdin_charge:R:1
H 4.9714 -5.0815 1.1777 0.0 0.0 0.0 0.174
H -4.7030 -0.4782 1.8294 0.2 0.5 0.4 0.126
C 0.0175 -2.7143 -6.6276 0.6 -0.3 0.3 -0.090
H 2.5800 -1.2909 5.8061 -0.4 0.1 0.0 0.094
H 1.5148 -0.6842 0.0201 -0.6 1.7 0.1 0.033
O 1.9921 0.7812 4.9712 0.4 0.1 -0.2 -0.065
H -3.4549 -2.7903 0.2568 0.0 0.3 0.0 0.067
F -5.7577 4.4660 -1.8409 -0.1 0.2 -1.6 0.020
O -2.8683 2.8233 -2.2158 2.3 0.4 1.2 -0.242
H 3.0004 2.5336 -3.0274 -1.0 0.8 2.0 0.110
C 2.4412 2.8555 -2.0340 -0.3 0.0 -0.5 -0.227
H 0.3540 -1.0285 2.6406 0.0 0.0 0.1 0.131
H -0.0657 -4.5834 -5.5870 -0.2 0.3 0.0 0.150
P -0.2734 0.7392 -0.3872 -0.4 -2.3 -1.5 0.431
H 1.9487 4.8481 2.4130 1.6 0.3 -3.1 0.044
N -1.4011 5.0988 -1.4012 -1.2 -3.1 -0.8 -0.182
N 4.4317 -4.2621 1.4804 0.0 0.0 0.0 0.331
H -0.6432 -1.9486 -7.0422 5.6 -5.3 3.0 -0.174
C -2.7945 -2.8356 -5.0156 -1.5 0.4 3.4 -0.484
O 1.3726 0.3040 0.1052 0.2 -1.4 -0.8 -0.458
H 0.3834 3.5478 -3.0129 1.3 -1.5 1.4 0.108
K -0.4373 1.9286 1.7062 -0.8 1.1 3.0 0.711
H 4.7158 -3.9971 2.4308 0.1 -0.1 -0.2 0.150
H 2.8812 -3.4454 3.9118 -0.2 0.1 0.1 0.101
H 3.2960 -1.7360 3.5938 -0.2 -0.1 0.0 0.107
H 1.0725 1.2964 3.2213 0.3 -0.5 0.1 0.058
H 6.6836 1.2647 6.7582 -0.1 0.0 -0.2 0.088
H 1.8358 -2.8559 6.1843 -0.2 0.2 -0.2 0.113
C 0.8312 2.7071 -2.3102 0.1 -0.5 -1.6 -0.253
H 0.6888 1.6830 -2.9048 0.4 2.1 0.9 0.054
C 2.8438 4.6882 -0.0324 -4.4 0.6 8.5 -0.059
H -4.3622 -2.5799 -6.4191 0.2 0.4 0.0 0.148
N 1.2891 -2.0699 4.2669 0.1 0.0 0.0 -0.325
H 2.4906 0.2532 3.0464 -0.2 0.1 -0.3 0.124
H 0.6400 -2.2197 -5.8754 -0.1 0.1 -0.1 0.126
C 0.6613 -0.7818 3.6629 0.5 0.1 0.3 -0.059
H -1.9071 5.3712 -2.2920 0.5 -0.2 1.4 0.008
O -2.5037 3.5985 0.5572 2.6 -1.4 -0.6 -0.259
H -5.0232 -2.7419 1.0689 0.0 0.0 0.0 0.074
F -6.0795 3.4337 -3.9545 0.3 1.0 0.5 0.005
C -0.7665 -3.8509 -6.0016 -0.6 -0.1 0.2 -0.180
H -4.7678 0.7227 -0.3686 0.1 -0.2 0.1 0.089
C 2.5219 -2.5011 3.4917 -0.6 0.4 0.4 -0.018
O -1.5622 -3.3800 -4.8977 0.3 -0.2 -0.1 0.000
H 0.6619 -3.0859 -7.4297 -0.1 0.2 0.0 0.124
P -1.7598 3.5307 -1.0490 -1.6 4.0 -1.9 0.716
H 2.7656 2.0981 -1.1903 -0.6 1.7 -1.6 0.103
H -3.5393 -2.6886 2.0258 0.0 0.2 0.0 0.051
H 6.3077 -0.1756 5.7813 0.0 0.2 0.0 0.070
H 4.6089 -3.4797 0.8396 0.0 -0.1 0.0 0.171
C 2.3901 4.8498 1.3101 2.6 -1.7 -9.1 0.027
H -2.4470 2.7921 -3.1340 -0.7 0.4 2.0 0.089
H -2.8600 -3.0198 -7.1907 0.1 -0.3 -0.4 0.065
C 5.9429 0.8053 6.0978 -0.1 0.8 -1.0 -0.078
H 0.6748 -4.0944 4.6023 -0.1 0.2 0.0 0.110
H -3.0551 -1.3707 -6.5368 -2.3 -0.3 1.7 -0.022
H -0.6300 -2.8710 4.7737 0.2 -0.1 -0.2 0.126
H -4.1908 -0.7470 -1.1776 0.1 0.0 0.3 0.058
C 0.2421 -3.1784 4.1898 0.3 0.4 -0.1 0.030
H -5.7401 -0.7519 -0.3281 0.0 0.0 0.1 0.083
H 0.5295 3.1147 -0.0693 -0.1 0.1 0.2 0.007
H 2.2431 -2.6294 2.4417 -0.1 0.1 0.1 0.096
C -4.0330 -0.8042 1.0213 -0.4 -1.3 -0.7 -0.650
C -4.0033 -2.3400 1.0946 -0.6 -0.7 -0.1 -0.083
O -2.7833 -0.3754 0.9911 1.7 1.1 0.9 -0.228
B -5.9401 4.7051 -3.2633 -0.4 0.4 0.4 -1.061
H -1.3819 -4.3906 -6.7284 0.1 0.0 0.1 0.133
H 4.1037 4.4120 -1.9320 -2.5 0.0 0.7 0.112
C 1.5978 0.4386 3.6511 0.4 -0.3 0.4 -0.232
H 2.4372 5.2272 -2.2953 0.7 -1.7 1.5 0.129
H 5.0067 0.6766 6.6478 0.1 0.1 -0.1 0.067
H -1.7039 3.5364 1.1898 -2.5 1.2 -1.8 -0.015
Br -0.9848 -0.5994 -2.0769 0.6 0.2 -0.2 0.253
H -0.2299 -0.5672 4.2641 0.2 -0.2 -0.1 0.154
H -0.0281 -3.3264 3.1400 -0.1 0.1 0.2 0.115
C -4.7128 -0.3704 -0.2880 -0.8 0.3 -0.9 -0.041
C 2.9425 4.3758 -1.6692 1.4 -0.1 1.1 -0.183
H 2.7357 1.4136 4.9055 -0.5 -0.2 0.1 0.105
Ca -1.6373 -1.0441 -7.5699 -3.4 6.7 -4.9 1.505
C 5.7129 1.6894 4.8828 -1.3 4.8 -6.5 -0.215
C -3.2794 -2.4289 -6.3784 -0.8 -0.5 0.0 -0.048
O -3.4716 -2.6113 -4.0176 1.9 -0.7 -2.8 0.158
H 0.8249 -1.3720 6.2440 0.3 -0.1 -0.2 0.128
H 3.4305 -4.4901 1.4735 0.2 0.0 -0.1 0.152
B -0.0941 2.5855 -0.9513 1.4 -0.5 -1.1 -0.953
F -7.1373 5.5033 -3.4709 1.5 -1.0 0.2 0.025
F -4.7860 5.4174 -3.7869 -1.0 -0.8 0.4 0.012
N 5.5221 2.4227 3.8750 1.3 -5.9 7.9 0.108
C 1.6603 -1.8691 5.7381 0.0 -0.5 -0.2 0.028
```
Forces are in eV/Å.

Calculated values
**HOMO energy**: -9.539 eV
**F_max**: 10.0 eV Å⁻¹
**LUMO level**: -0.291 hartree
**E_tot**: -176350.742 eV
**Net charge**: +2
**ΔE to the lowest compared entry with this formula, charge and spin**: 116.68 kcal/mol

2.
Molecular formula: C73H95GeN3OP3ReTe
Method: DFT, wB97M-V/def2-TZVPD

Structure (XYZ):
```
178
Properties=species:S:1:pos:R:3:forces:R:3:lowdin_charge:R:1
H 4.7889 -3.4063 0.8458 0.3 0.1 -0.1 0.014
H -1.9648 4.2092 4.5756 0.0 0.0 0.0 0.118
C -4.3184 -4.1235 0.1064 0.0 0.0 0.1 -0.063
H 5.7328 -4.6004 1.7527 0.0 0.0 -0.1 0.102
H 1.6369 6.9040 -1.6184 0.0 0.1 -0.1 0.054
H 2.3422 1.4588 -3.0928 0.0 0.0 0.0 0.066
C 4.9742 -3.8228 1.8382 -0.1 -0.1 0.2 -0.038
H -1.5792 7.3922 -0.3308 0.0 0.0 0.0 0.103
C -0.8879 5.3695 -0.2447 0.2 -0.2 0.0 -0.585
H 2.5810 -8.3448 -0.3624 -0.1 0.0 -0.1 0.138
H -1.0638 5.8495 1.8859 0.0 0.0 0.0 0.069
H 3.2564 6.2706 -1.8561 0.0 0.0 0.1 0.077
H -2.9537 -0.1651 1.3386 0.0 0.1 0.2 -0.059
H -5.2870 -4.6030 0.1247 0.0 0.0 0.0 0.113
C -0.5447 -2.8621 4.2426 -0.1 0.0 0.1 -0.060
C -0.3623 1.3723 -3.9538 -0.2 0.2 0.2 -0.397
H 1.5027 -4.2767 -3.6198 0.0 -0.1 0.0 0.107
H -6.4362 2.2337 1.7773 0.0 0.1 0.0 0.110
H 2.6887 -6.2950 5.0333 0.0 0.0 0.1 0.119
H -2.0405 2.1386 -2.8649 0.0 0.0 0.0 0.073
P 0.2411 0.3905 -2.5521 0.4 -0.3 -0.2 1.036
H 4.0278 -2.9962 -2.2299 0.1 0.2 -0.1 0.026
Te 2.4034 -3.1219 -0.0336 -0.7 -0.7 0.7 1.994
H -4.8771 -1.3363 -0.5518 0.0 0.0 -0.1 0.078
C 3.7079 -4.3715 2.4339 0.1 0.2 -0.2 -0.291
P 0.7312 4.3616 -0.2902 0.6 2.1 -0.2 1.069
H 3.7043 5.5355 0.0251 0.0 0.0 0.0 0.065
H -4.6311 -3.0575 1.9439 -0.1 0.0 0.0 0.114
H -6.6480 -0.1048 2.5526 0.0 -0.1 0.0 0.081
H 2.0274 5.2933 3.2070 0.1 0.0 0.0 0.102
O 0.4260 -3.2008 0.0207 0.8 0.2 -0.2 -0.388
C -5.7815 1.2900 -2.6604 -0.1 -0.1 0.2 -0.105
C 0.2906 1.8722 3.6058 -0.1 0.3 -0.3 -0.364
H 1.1185 -2.2169 3.0834 0.0 0.0 0.0 0.073
C -4.7465 -0.7117 -1.4394 0.0 0.0 -0.1 -0.276
N -0.3760 -0.9541 -0.0017 0.7 -1.4 0.2 -0.163
H -0.0849 -3.8129 4.4712 -0.1 0.2 0.1 0.080
H 0.1908 3.4720 -2.8415 0.0 0.1 -0.1 0.034
C -5.9144 0.2720 -1.5315 0.1 -0.1 -0.1 -0.262
C 1.1178 1.8812 4.7250 0.0 0.0 -0.1 -0.067
C -0.4119 -0.7049 3.1794 0.0 -0.1 0.0 -0.332
C -3.3454 -0.1002 -1.4409 -0.2 0.3 0.5 -0.359
C -1.3975 2.7626 -6.1274 0.0 0.0 0.1 -0.052
H -3.3366 -1.0670 4.8588 -0.1 0.0 0.0 0.113
H -3.6029 2.0505 2.8753 0.0 0.1 0.1 0.068
C -2.7196 -2.6263 1.0960 0.1 -0.1 0.1 -0.049
C 0.8784 -6.3369 -0.0952 0.1 0.0 0.1 -0.030
H -1.9296 -0.7658 -4.1570 0.0 0.0 0.0 0.109
H 0.4035 -5.3625 -0.0796 -0.2 -0.1 0.1 0.042
H -1.5348 4.1940 1.4585 -0.1 0.0 0.1 0.045
C -0.2690 3.5725 5.7286 0.0 0.0 0.0 -0.051
H -0.4843 4.2309 6.5584 0.0 0.0 0.0 0.115
C -1.5407 2.1009 -3.8256 0.0 -0.1 0.1 -0.131
C 5.1191 -8.6913 -1.2593 0.0 0.0 0.0 -0.026
H 0.3359 -6.9629 -0.8051 0.0 0.0 0.0 0.104
H 2.5467 2.7755 -1.5092 0.2 -0.1 -0.1 0.035
H 0.1219 7.2689 0.0944 0.0 0.1 0.0 0.080
C 2.0999 0.4811 -2.6712 -0.1 0.1 0.3 -0.242
C 0.7605 4.3688 -3.0664 -0.1 -0.1 0.1 -0.092
H -6.0024 2.0879 3.4784 -0.1 0.0 0.0 0.108
H 3.3633 3.5992 2.2770 0.0 0.1 0.0 0.110
C -0.8207 2.7075 3.5628 0.1 -0.1 -0.1 -0.151
P 0.4718 0.6265 2.2936 0.0 -0.6 0.3 1.017
C -0.5191 -2.2038 0.0078 -0.8 0.8 0.1 -0.458
C -3.9581 -3.2465 1.1190 0.0 -0.1 0.1 -0.062
H 4.7318 -5.3550 4.0354 0.0 0.0 0.0 0.127
C 2.2821 0.1886 2.2942 0.0 0.0 -0.2 -0.226
H -1.5825 4.9528 -2.2906 0.0 0.0 0.0 0.060
C 0.1427 -1.9463 3.4587 -0.1 0.2 -0.1 -0.081
H 3.2544 3.0886 0.5923 0.0 -0.1 0.0 0.073
H -2.4085 -1.9880 1.9112 -0.1 -0.1 -0.1 0.065
H 2.5116 6.7794 0.4390 0.1 0.1 0.0 0.080
C 4.7686 -3.7889 -2.1358 0.1 0.0 0.1 -0.065
C -2.3640 -1.3213 4.4611 0.0 0.0 0.1 -0.060
C 4.1399 0.0693 0.4327 -0.2 0.0 0.2 -0.082
H -2.9925 3.3309 -4.8118 0.0 0.0 0.0 0.115
H -1.7998 3.2983 -6.9759 0.0 0.0 0.0 0.114
C 2.9123 -5.0226 -0.8860 0.3 0.0 -0.2 -0.289
C 1.2787 5.2507 2.4142 -0.1 0.0 -0.1 -0.076
H -2.8453 5.2106 -1.1111 0.0 0.0 0.1 0.103
H 1.9357 2.7193 1.6998 0.2 0.0 0.1 0.017
C 0.8963 -2.2953 -3.0951 -0.1 -0.1 0.1 -0.131
H 1.3379 4.1865 -3.9743 0.1 0.0 0.0 0.103
H 2.8069 0.9439 2.8829 -0.1 -0.1 0.1 0.078
N 0.3005 2.7971 -0.2335 -0.7 -3.9 0.3 -0.338
C -4.3413 2.4950 2.1994 -0.1 0.0 -0.1 -0.290
C 2.6802 3.4646 1.4363 0.0 -0.1 -0.1 -0.086
C 3.7677 -5.1471 3.5893 -0.1 0.0 -0.1 -0.019
H -4.7291 2.3685 0.0749 -0.1 0.1 0.0 0.046
C -0.2129 2.0485 -6.2561 0.0 0.0 -0.1 -0.055
H -0.4133 7.0210 -1.5882 0.0 0.0 0.0 0.078
C -0.0472 -1.2834 -3.2439 -0.2 0.0 0.3 -0.327
H -3.3484 3.3517 0.4963 0.0 -0.1 -0.1 -0.001
H 0.0776 5.1876 -3.2820 0.0 0.0 0.0 0.082
H 5.6209 -3.4220 -1.5601 0.0 0.1 0.0 0.094
H -1.9423 3.6854 -1.1125 -0.1 0.0 0.0 0.036
H -4.4363 3.5500 2.4750 0.1 0.0 0.1 0.105
H 0.8759 6.2560 2.3063 -0.1 0.0 0.0 0.085
C -0.6575 6.8484 -0.5423 0.1 0.0 0.0 -0.061
H 3.7275 4.0726 -1.3454 0.0 0.0 0.1 0.076
C 2.9882 5.8605 0.7719 -0.1 0.0 -0.2 -0.067
C -1.1751 -1.5303 -4.0267 0.0 0.0 0.1 -0.071
H -0.4828 -4.6818 -5.0534 0.0 0.0 0.0 0.115
H 5.0254 -0.0039 1.0421 0.1 -0.1 0.0 0.104
H 0.3060 2.0310 -7.2047 0.0 0.0 0.0 0.114
H -2.1274 0.5533 3.4736 -0.1 0.0 0.0 0.072
H -1.4887 -4.0105 -1.7410 0.1 0.0 -0.2 0.107
H 0.5012 4.5685 2.7395 0.0 0.0 0.1 0.046
H -4.7973 -1.3810 -2.3072 -0.1 -0.1 0.0 0.110
C 4.1669 -5.0203 -1.5179 -0.2 0.2 -0.1 -0.317
H -4.9906 2.0107 -2.4438 0.0 0.1 -0.1 0.054
H 5.1317 -4.0273 -3.1354 0.0 0.1 0.0 0.100
C 2.2162 6.1527 -2.1429 0.0 0.1 0.2 -0.062
H -2.5756 5.5697 1.0633 -0.1 -0.1 -0.1 0.101
C -1.6809 -0.4069 3.6821 0.1 0.0 0.0 -0.120
H 4.9201 0.1618 -1.6540 0.1 -0.1 -0.1 0.106
H 1.4796 2.7374 6.6491 0.0 0.0 0.0 0.115
C 2.7460 0.2993 -1.3216 0.4 0.1 0.0 -0.424
C 1.7048 4.7219 -1.9151 -0.2 -0.5 0.1 -0.553
H 1.9669 1.2152 4.7977 0.0 0.0 0.0 0.108
H 5.8313 -6.2066 -2.1115 0.0 0.0 0.0 0.131
H -5.5598 0.7947 -3.6070 0.1 0.0 -0.1 0.078
C 4.0843 0.1586 -0.9752 -0.1 -0.2 -0.2 -0.070
H 3.2198 3.5775 -2.9454 0.0 0.0 0.0 0.101
H 4.6280 -9.3821 -1.9450 0.0 -0.1 0.0 0.096
H -6.7139 1.8397 -2.7808 0.0 0.1 0.0 0.075
C 2.8722 3.7281 -1.9218 0.0 0.0 0.1 -0.083
H 1.7739 -2.1402 -2.4782 0.1 0.2 -0.1 0.034
H 0.4794 -5.7918 4.0379 0.0 0.0 0.0 0.120
H 1.2030 0.7605 -5.2992 0.0 0.0 0.0 0.115
H -6.0366 0.7991 -0.5823 -0.1 0.0 0.0 0.075
H 3.5571 6.0984 1.6716 0.0 -0.1 0.1 0.104
C 3.0398 -7.4128 -0.6700 0.0 0.2 0.1 0.013
H 2.4546 -0.2689 -3.3812 0.0 0.1 0.0 0.089
H -2.6304 -0.9145 -1.5834 0.1 0.1 0.0 0.019
C 0.7455 -3.5124 -3.7384 0.0 -0.1 0.0 -0.067
C 2.4561 -4.1173 1.8681 0.2 0.1 0.2 -0.329
C 0.8374 2.7355 5.7792 0.0 0.0 0.0 -0.051
C -1.7924 -2.5521 4.7541 0.0 0.0 0.0 -0.046
C 1.3802 -5.3869 3.5975 0.2 -0.2 -0.1 -0.079
C -1.1004 3.5600 4.6185 -0.1 0.0 0.0 -0.059
H 2.4459 -0.7741 2.7860 -0.1 0.1 0.1 0.078
H -4.9506 -0.1229 3.0515 0.1 -0.1 0.0 0.057
H 0.3249 -4.3777 2.0416 0.0 -0.1 -0.1 0.104
C -5.6613 0.3063 2.3436 -0.1 0.2 -0.1 -0.107
H -2.3151 -3.2613 5.3800 0.0 0.0 0.0 0.116
H 2.1562 6.3782 -3.2074 -0.1 0.0 0.0 0.099
H -2.1980 -2.9240 -5.2849 0.0 0.0 0.0 0.116
C 0.2984 1.3434 -5.1798 0.0 -0.1 0.1 -0.078
H -5.3702 -0.0028 1.3404 0.0 -0.1 0.0 0.030
C -3.8671 2.4284 0.7420 0.3 -0.5 -0.3 -0.328
C -1.8483 -2.8715 0.0407 0.0 -0.3 0.1 -0.170
C -5.6905 1.8257 2.4643 0.2 -0.1 0.1 -0.254
H -6.8234 -0.3151 -1.6822 0.0 0.1 0.1 0.112
H -3.2511 0.5664 -2.2988 0.1 0.0 0.0 0.016
C 1.9684 4.7826 1.1331 -0.2 -0.4 0.1 -0.559
C 2.3130 -6.2418 -0.5284 -0.3 0.1 0.1 -0.266
C 4.8564 -6.2195 -1.6408 0.0 -0.1 0.1 0.003
C -1.3276 -2.7492 -4.6684 0.0 -0.1 0.0 -0.051
C -2.0633 2.7860 -4.9107 0.0 0.0 -0.1 -0.054
H -1.4587 2.6695 2.6873 -0.1 0.0 0.1 0.064
C 2.8302 0.1787 0.8931 0.4 0.0 0.0 -0.448
Ge -2.7054 0.8466 0.2208 0.1 0.4 -0.7 0.824
Re -0.0694 0.9400 -0.1062 0.7 3.7 0.0 1.058
C -1.5410 5.2318 1.1341 0.1 0.0 0.0 -0.088
H 5.1699 -9.1731 -0.2834 0.0 0.0 0.0 0.093
N 2.0128 0.3559 -0.1745 -0.6 -0.1 -0.5 -0.162
C 4.3377 -7.4178 -1.1728 0.0 0.1 -0.1 -0.235
H 6.1317 -8.5133 -1.6125 0.0 0.0 0.0 0.083
C 1.2962 -4.6086 2.4561 -0.1 0.1 -0.3 -0.158
C -2.1892 -3.7828 -0.9522 -0.1 0.0 0.0 -0.022
H -3.6809 -5.1192 -1.6880 -0.1 0.0 0.0 0.111
H 5.3886 -3.0370 2.4726 0.0 0.1 -0.1 0.100
C 2.6178 -5.6658 4.1576 0.0 0.0 0.0 -0.034
C -1.8624 4.7626 -1.2603 0.1 -0.1 -0.1 -0.091
H 0.8006 -6.8071 0.8841 -0.1 0.0 0.0 0.093
C -3.4256 -4.4042 -0.9182 0.0 0.0 -0.1 -0.055
C -0.3624 -3.7370 -4.5424 -0.1 0.0 0.1 -0.061
```
Forces are in eV/Å.

Calculated values
**HOMO energy**: -11.456 eV
**F_max**: 4.0 eV Å⁻¹
**LUMO level**: -0.217 hartree
**E_tot**: -177554.530 eV
**Net charge**: +2

3.
Molecular formula: C6H9N
Method: DFT, wB97M-V/def2-TZVPD

Structure (XYZ):
```
16
Properties=species:S:1:pos:R:3:forces:R:3:lowdin_charge:R:1
H 0.7679 1.9617 0.2643 0.3 0.1 -0.4 0.153
H -2.5089 -1.3797 0.5009 -0.5 -0.3 0.0 0.061
C -1.1696 -0.2756 -0.8096 0.0 0.5 0.7 -0.266
C -0.8256 1.0473 -0.7020 0.3 0.4 -0.2 -0.152
C -2.2598 -0.3513 0.2821 -0.5 -0.6 -0.1 -0.091
N 0.4509 1.1668 -0.2653 0.2 0.2 -0.2 0.080
H 2.4384 -0.0142 1.3906 0.0 0.0 -0.2 0.081
C 2.4026 -0.2671 0.3218 0.1 0.0 -0.1 -0.042
H 0.2828 -2.0562 -0.7645 -0.3 0.2 0.4 0.107
H -3.1542 0.2453 0.0704 0.1 -0.3 -0.2 0.071
H -1.8304 0.0778 1.2169 -0.2 -0.4 -0.4 0.083
H -1.5272 1.8694 -0.7095 0.2 0.1 0.3 0.123
H 2.7251 -1.3054 0.2188 0.0 0.1 0.0 0.079
H 3.1119 0.3784 -0.2036 0.0 -0.1 0.1 0.075
C 0.0779 -0.9979 -0.6097 0.1 0.1 0.3 -0.032
C 1.0184 -0.0993 -0.2014 0.1 0.0 -0.1 -0.330
```
Forces are in eV/Å.

Calculated values
**HOMO energy**: -7.639 eV
**F_max**: 0.9 eV Å⁻¹
**LUMO level**: 0.034 hartree
**E_tot**: -7856.035 eV
**SMILES**: Cc1c[nH]c(C)c1
**ΔE to the lowest compared entry with this formula, charge and spin**: 49.00 kcal/mol

> LUMO level of number 3 (C6H9N)?

0.034 hartree

> The lowest HOMO energy belongs to which entry?

C73H95GeN3OP3ReTe